ORCA calculation (the ωB97M-V functional and the def2-TZVPD basis) on a molecular structure, C43H46AsBrKN3O5P2S.

Last column: Löwdin charge in e.
Atoms and positions in Å:
K (-1.296, 0.791, -0.405)  0.467
S (-3.579, 0.276, 1.493)  0.413
C (-4.753, -1.010, 1.326)  -0.772
C (-5.986, -0.996, 2.011)  -0.150
C (-6.922, -2.003, 1.854)  -0.132
C (-6.675, -3.083, 1.008)  -0.136
C (-5.464, -3.130, 0.330)  -0.137
C (-4.514, -2.124, 0.486)  -0.438
As (-2.786, -2.102, -0.419)  1.259
C (-3.347, -1.452, -2.191)  -0.388
C (-4.670, -1.184, -2.536)  -0.083
C (-4.991, -0.811, -3.834)  -0.091
C (-3.998, -0.712, -4.802)  -0.098
C (-2.679, -0.967, -4.462)  -0.090
C (-2.359, -1.326, -3.160)  -0.154
C (-2.765, -4.030, -0.933)  -0.377
C (-2.433, -4.924, 0.086)  -0.140
C (-2.363, -6.291, -0.144)  -0.107
C (-2.618, -6.795, -1.415)  -0.124
C (-2.940, -5.917, -2.441)  -0.105
C (-3.013, -4.546, -2.203)  -0.097
H (-6.189, -0.158, 2.666)  0.081
H (-7.860, -1.948, 2.397)  0.084
H (-7.410, -3.869, 0.876)  0.078
H (-5.259, -3.963, -0.331)  0.091
H (-5.448, -1.257, -1.785)  0.098
H (-6.021, -0.583, -4.087)  0.091
H (-4.248, -0.397, -5.808)  0.091
H (-1.890, -0.828, -5.190)  0.101
H (-1.320, -1.474, -2.889)  0.083
H (-2.229, -4.542, 1.082)  0.080
H (-2.108, -6.962, 0.668)  0.091
H (-2.565, -7.861, -1.601)  0.085
H (-3.143, -6.298, -3.436)  0.090
H (-3.270, -3.877, -3.016)  0.092
O (3.552, -5.485, -0.899)  0.057
C (2.590, -4.521, -0.944)  -0.327
C (2.173, -3.935, -2.133)  -0.008
C (1.190, -2.964, -2.058)  -0.135
N (0.631, -2.563, -0.918)  0.057
C (1.045, -3.141, 0.184)  -0.741
Br (0.246, -2.577, 1.806)  0.748
C (2.023, -4.126, 0.250)  -0.059
H (3.887, -5.631, -1.790)  0.102
H (2.601, -4.218, -3.087)  0.111
H (0.836, -2.474, -2.959)  0.113
H (2.333, -4.559, 1.189)  0.110
C (-1.236, 3.446, 2.079)  -0.252
P (0.132, 2.218, 2.029)  1.005
C (1.502, 3.264, 1.285)  -0.381
N (1.519, 4.542, 1.473)  0.138
C (2.417, 5.280, 0.740)  -0.203
C (2.429, 6.685, 0.870)  -0.027
C (3.295, 7.440, 0.128)  -0.105
C (4.188, 6.816, -0.775)  -0.105
C (4.194, 5.455, -0.904)  -0.023
C (3.307, 4.665, -0.142)  -0.206
N (3.345, 3.300, -0.268)  0.138
C (2.478, 2.612, 0.396)  -0.384
P (2.471, 0.739, 0.267)  1.053
C (2.033, 0.490, -1.511)  -0.245
C (4.310, 0.330, 0.202)  -0.735
C (4.367, -1.198, 0.338)  -0.131
C (5.054, 0.730, -1.074)  -0.110
C (4.991, 0.952, 1.422)  -0.116
C (0.602, 2.140, 3.846)  -0.736
C (0.911, 3.470, 4.529)  -0.110
C (-0.580, 1.462, 4.550)  -0.116
C (1.833, 1.232, 3.947)  -0.129
H (-0.958, 4.375, 2.578)  0.028
H (-2.095, 2.984, 2.569)  0.023
H (-1.509, 3.678, 1.050)  0.041
H (1.719, 7.133, 1.554)  0.106
H (3.286, 8.519, 0.218)  0.088
H (4.858, 7.420, -1.374)  0.088
H (4.855, 4.948, -1.595)  0.106
H (2.407, -0.496, -1.791)  0.013
H (2.471, 1.264, -2.143)  0.058
H (0.955, 0.512, -1.658)  0.000
H (3.878, -1.696, -0.506)  0.058
H (3.875, -1.541, 1.252)  0.069
H (5.412, -1.533, 0.359)  0.079
H (4.706, 0.155, -1.934)  0.067
H (6.124, 0.517, -0.945)  0.073
H (4.932, 1.789, -1.297)  0.057
H (4.501, 0.641, 2.351)  0.063
H (4.982, 2.041, 1.377)  0.068
H (6.036, 0.622, 1.466)  0.074
H (0.029, 4.111, 4.579)  0.067
H (1.692, 4.027, 4.013)  0.062
H (1.244, 3.281, 5.558)  0.074
H (-1.430, 2.139, 4.648)  0.071
H (-0.281, 1.148, 5.558)  0.075
H (-0.931, 0.580, 4.007)  0.068
H (2.707, 1.691, 3.472)  0.058
H (1.664, 0.267, 3.462)  0.055
H (2.082, 1.057, 5.001)  0.075
O (0.635, 3.840, -2.465)  0.009
C (-0.164, 3.122, -1.862)  -0.588
O (-0.039, 2.634, -0.664)  -0.323
C (-1.434, 2.581, -2.559)  -0.654
O (-2.354, 3.359, -2.845)  -0.014
O (-1.411, 1.306, -2.697)  -0.194

Forces on atoms 1 to 2 (eV/Å):
-0.9574 -1.9334 1.0871
-0.5354 -0.2010 0.2651

The highest occupied orbital energy is -1.820 eV. As for the net charge: -2.

ORCA calculation (the ωB97M-V functional and the def2-TZVPD basis) on a molecular structure, C43H46F6GeN5O10PRb.

Last column: Löwdin charge in e.
Atoms and positions in Å:
Rb (2.158, -0.223, 0.527)  1.210
C (2.725, 2.328, -4.602)  -0.023
N (3.285, 2.395, -3.260)  -0.132
C (4.653, 1.930, -3.109)  -0.039
C (2.456, 2.557, -2.197)  -0.439
O (1.262, 2.785, -2.298)  0.079
C (3.161, 2.615, -0.849)  -0.137
O (2.204, 2.544, 0.183)  -0.177
C (2.732, 2.891, 1.437)  -0.144
C (2.009, 2.106, 2.529)  -0.465
O (1.142, 1.286, 2.266)  -0.107
N (2.362, 2.394, 3.804)  -0.127
C (1.632, 1.757, 4.896)  -0.026
C (3.506, 3.203, 4.170)  -0.042
H (2.852, 1.328, -5.019)  0.088
H (3.222, 3.051, -5.253)  0.089
H (1.667, 2.564, -4.548)  0.087
H (5.105, 1.879, -4.097)  0.089
H (4.685, 0.931, -2.665)  0.097
H (5.245, 2.616, -2.499)  0.090
H (3.681, 3.584, -0.825)  0.148
H (3.898, 1.810, -0.738)  0.114
H (2.606, 3.968, 1.615)  0.148
H (3.801, 2.658, 1.486)  0.114
H (0.605, 1.591, 4.580)  0.081
H (1.641, 2.424, 5.758)  0.088
H (2.062, 0.792, 5.164)  0.070
H (4.278, 3.166, 3.404)  0.086
H (3.940, 2.804, 5.086)  0.093
H (3.229, 4.249, 4.340)  0.093
O (-3.142, -6.123, 2.377)  -0.056
C (-3.237, -4.844, 2.976)  -0.215
C (-2.211, -3.914, 2.392)  -0.192
C (-1.963, -2.695, 3.011)  -0.012
C (-0.998, -1.862, 2.470)  -0.125
N (-0.308, -2.165, 1.379)  0.118
C (-0.558, -3.319, 0.763)  -0.212
C (-1.497, -4.230, 1.248)  0.042
C (0.227, -3.585, -0.470)  -0.202
C (-0.262, -4.404, -1.484)  0.049
C (0.510, -4.594, -2.621)  -0.181
C (0.024, -5.452, -3.755)  -0.205
O (-0.969, -6.354, -3.292)  -0.060
C (1.740, -3.955, -2.703)  -0.001
C (2.142, -3.163, -1.639)  -0.118
N (1.407, -2.975, -0.554)  0.100
H (-3.771, -6.710, 2.803)  0.086
H (-3.080, -4.903, 4.059)  0.125
H (-4.234, -4.414, 2.814)  0.127
H (-2.506, -2.405, 3.903)  0.117
H (-0.770, -0.904, 2.925)  0.108
H (-1.658, -5.181, 0.760)  0.116
H (-1.227, -4.884, -1.410)  0.114
H (0.873, -5.997, -4.183)  0.123
H (-0.379, -4.796, -4.536)  0.133
H (-1.304, -6.851, -4.041)  0.084
H (2.365, -4.059, -3.581)  0.121
H (3.100, -2.655, -1.658)  0.117
O (-0.768, -0.268, -5.475)  0.124
C (-0.331, -0.248, -4.347)  -0.260
C (-0.987, 0.222, -3.111)  -0.288
O (-2.135, 0.675, -2.933)  -0.018
C (-0.081, 0.125, -2.028)  -0.249
C (1.222, -0.254, -2.482)  -0.332
O (2.308, -0.210, -1.893)  -0.166
C (1.057, -0.654, -3.918)  -0.271
O (1.905, -1.165, -4.613)  0.112
O (-0.494, 0.439, -0.826)  -0.093
F (4.470, 0.381, 1.606)  -0.269
P (5.194, -1.109, 1.667)  0.148
F (5.239, -1.121, 0.049)  -0.161
F (3.717, -1.800, 1.636)  -0.312
F (6.626, -0.372, 1.713)  -0.151
F (5.107, -1.037, 3.287)  -0.164
F (5.885, -2.551, 1.741)  -0.135
N (2.120, -1.532, 4.356)  0.044
H (1.901, -2.505, 4.166)  0.016
H (3.128, -1.457, 4.248)  -0.003
H (1.723, -1.006, 3.584)  -0.023
C (-5.846, -1.910, -0.836)  -0.103
C (-6.050, -0.603, -1.256)  -0.094
C (-5.000, 0.306, -1.240)  -0.089
C (-3.738, -0.082, -0.803)  -0.238
C (-3.541, -1.396, -0.389)  -0.095
C (-4.588, -2.306, -0.404)  -0.086
Ge (-2.240, 1.212, -0.742)  1.052
C (-2.512, 2.989, -1.575)  -0.223
C (-3.442, 3.831, -0.966)  -0.120
C (-3.695, 5.096, -1.476)  -0.099
C (-2.997, 5.539, -2.590)  -0.106
C (-2.061, 4.712, -3.194)  -0.078
C (-1.825, 3.438, -2.696)  -0.077
C (-2.228, 1.733, 1.186)  -0.233
C (-1.585, 2.910, 1.566)  -0.108
C (-1.651, 3.373, 2.870)  -0.093
C (-2.360, 2.660, 3.827)  -0.107
C (-3.005, 1.486, 3.466)  -0.097
C (-2.945, 1.035, 2.153)  -0.106
H (-6.661, -2.622, -0.857)  0.094
H (-7.029, -0.294, -1.604)  0.096
H (-5.160, 1.323, -1.580)  0.101
H (-2.554, -1.712, -0.059)  0.090
H (-4.421, -3.327, -0.078)  0.095
H (-3.966, 3.496, -0.076)  0.101
H (-4.429, 5.739, -1.004)  0.094
H (-3.176, 6.533, -2.985)  0.093
H (-1.512, 5.065, -4.059)  0.100
H (-1.096, 2.798, -3.170)  0.089
H (-1.036, 3.475, 0.819)  0.113
H (-1.139, 4.288, 3.150)  0.100
H (-2.408, 3.014, 4.850)  0.095
H (-3.554, 0.926, 4.214)  0.095
H (-3.474, 0.129, 1.877)  0.090

Forces on atoms 1 to 2 (eV/Å):
-1.1155 -0.8551 0.2966
-0.0217 0.0382 0.1572

The highest occupied orbital energy is -5.297 eV. As for the net charge: -1. Its energy above the lowest of the compared OMol25 structures with the same formula, charge and spin is 24.1 kcal/mol.

LUMO energy per entry: 3.341 1.919 eV
Frontier orbital gap per entry: 5.16 7.22 eV